No. 1
The following is a DFT calculation (wB97M-V/def2-TZVPD) of the molecule C3H6N2OS in a non-equilibrium geometry.

```
13
Properties=species:S:1:pos:R:3:lowdin_charge:R:1
N 1.9141 1.3415 -1.7336 -0.328
S 0.5110 0.9573 -0.8446 0.907
C 0.8997 -0.6083 -0.3026 -0.532
N 0.1120 -1.3276 0.4036 -0.054
C -1.2612 -0.8874 0.5043 -0.300
C -1.5857 0.0277 1.5852 -0.281
O -2.7137 0.5150 1.5805 0.023
H 2.7756 1.0054 -1.3109 0.036
H 1.8793 2.2148 -2.1488 -0.008
H 2.0010 -0.9255 -0.4725 0.109
H -1.7948 -1.8156 0.7559 0.127
H -1.7918 -0.5051 -0.5141 0.165
H -0.9455 0.0079 2.4976 0.137
```

As for the highest occupied orbital energy: -8.59 eV. The HOMO-LUMO gap is 8.98 eV. Its energy above the lowest of the compared OMol25 structures with the same formula, charge and spin is 3.2832 eV. The structure (SMILES) is NS/C=N\CC=O. The LUMO energy is 0.39 eV.


No. 2
The following is a DFT calculation (wB97M-V/def2-TZVPD) of the molecule C3H6N2OS in a non-equilibrium geometry.

```
13
Properties=species:S:1:pos:R:3:lowdin_charge:R:1
C 0.9444 0.6528 1.7699 -0.091
N 1.1540 -0.0133 0.4332 0.002
C 0.2463 -0.4439 -0.5585 -0.447
O 0.5127 -1.4784 -1.1834 0.008
C -1.0275 0.3240 -0.5926 -0.194
N -2.1118 0.1828 -1.3029 -0.327
S -2.2116 -1.0065 -2.5803 0.724
H 0.9894 1.7761 1.6741 0.071
H -0.0841 0.3572 2.2120 0.096
H 1.8340 0.4305 2.5651 0.123
H 1.9325 -0.5447 0.2569 0.081
H -1.2555 1.1597 0.0478 0.097
H -0.9228 -1.3965 -2.7413 -0.144
```

As for the highest occupied orbital energy: -9.09 eV. The HOMO-LUMO gap is 8.86 eV. Its energy above the lowest of the compared OMol25 structures with the same formula, charge and spin is 2.7691 eV. The structure (SMILES) is CNC(=O)/C=N\S. The LUMO energy is -0.23 eV.


No. 3
The following is a DFT calculation (wB97M-V/def2-TZVPD) of the molecule C3H6N2OS in a non-equilibrium geometry.

```
13
Properties=species:S:1:pos:R:3:lowdin_charge:R:1
C 0.9743 -0.3133 1.2671 -0.052
C 0.3601 0.3885 0.0321 -0.526
O 0.3829 1.7536 0.3111 -0.042
N -1.0400 -0.1873 -0.0516 -0.271
S -1.8904 0.4775 -1.4862 0.894
C -1.6112 -0.8186 -2.5265 -0.644
N -1.2550 -1.8039 -3.0156 0.088
H 0.2511 -0.6565 2.0611 0.098
H 1.7719 0.3702 1.6055 0.082
H 1.3928 -1.2554 0.9657 0.067
H 1.0499 0.0921 -0.8431 0.165
H 1.1321 1.9690 0.8557 0.073
H -1.5185 -0.0160 0.8248 0.069
```

As for the highest occupied orbital energy: -9.73 eV. The HOMO-LUMO gap is 10.06 eV. Its energy above the lowest of the compared OMol25 structures with the same formula, charge and spin is 2.7510 eV. The structure (SMILES) is C[C@H](O)NSC#N. The LUMO energy is 0.33 eV.


No. 4
The following is a DFT calculation (wB97M-V/def2-TZVPD) of the molecule C3H6N2OS in a non-equilibrium geometry.

```
13
Properties=species:S:1:pos:R:3:lowdin_charge:R:1
O 0.3351 2.4355 -0.1194 0.075
C -0.0813 1.3181 0.0093 -0.545
N -1.3749 0.8771 -0.1398 0.048
N -1.5195 -0.5506 -0.1532 -0.038
C -0.1642 -1.0093 -0.2934 -0.230
C 0.7223 0.0755 0.3862 -0.574
S 2.4287 0.2251 -0.1948 0.789
H -1.9785 1.4192 -0.7292 0.143
H -1.9233 -0.7842 0.7721 0.127
H 0.2124 -1.0272 -1.3180 0.110
H -0.1491 -1.9957 0.1466 0.116
H 0.6597 0.0173 1.4950 0.124
H 2.8327 -1.0008 0.1386 -0.144
```

As for the highest occupied orbital energy: -9.28 eV. The HOMO-LUMO gap is 9.95 eV. Its energy above the lowest of the compared OMol25 structures with the same formula, charge and spin is 1.7606 eV. The structure (SMILES) is O=C1NNC[C@H]1S. The LUMO energy is 0.67 eV.